No. 1
Molecular formula: C4H11N2Si
Method: DFT, ωB97M-V/def2-TZVPD

Geometry (Å):
C 0.062 2.021 0.814
C 0.267 0.123 -1.868
C -1.487 -0.784 0.581
C 1.689 -0.633 0.926
N 3.722 -0.386 -0.314
N 2.760 -0.619 0.251
Si -0.019 0.268 -0.019
H 1.017 1.924 1.397
H 0.283 2.923 0.051
H -0.762 2.242 1.379
H -0.049 -0.859 -2.351
H -0.153 0.848 -2.552
H 1.291 0.364 -1.849
H -1.405 -1.584 1.481
H -2.074 0.028 1.151
H -2.064 -1.224 -0.238
H 1.651 -0.255 1.948
H 1.238 -2.265 0.897

As for the LUMO energy: -6.02 eV. Its charge is +1. As for the spin multiplicity: 1. The value obtained for the HOMO energy is -15.059 eV. The frontier orbital gap comes out at 0.3323 Eh.

Löwdin atomic charge list, values in e, 2 entries:
1 C -0.16
2 C -0.18



No. 2
Molecular formula: C4H11N3
Method: DFT, ωB97M-V/def2-TZVPD

Geometry (Å):
C 1.481 0.140 -0.495
C 2.218 -0.431 0.727
C -2.913 0.382 0.655
N 0.070 -0.053 -0.289
C -0.650 -0.919 -0.743
N 1.711 1.547 -0.744
N -1.320 -1.901 -0.947
H -1.877 0.791 0.704
H 1.822 -0.397 -1.394
H 1.407 2.096 0.058
H 2.699 1.723 -0.902
H -2.068 -1.992 -1.607
H 1.971 -1.482 0.855
H 3.294 -0.338 0.592
H 1.923 0.110 1.625
H -3.604 0.958 1.261
H -2.909 -0.639 1.016
H -3.255 0.403 -0.373

As for the LUMO energy: 0.92 eV. As for the spin multiplicity: 1. The value obtained for the HOMO energy is -9.499 eV. The frontier orbital gap comes out at 0.3831 Eh. The SMILES is C[C@H](N)N=C=N.C.

Löwdin atomic charge list, values in e, 2 entries:
1 C -0.49
2 C -0.06



No. 3
Molecular formula: C4H11N3
Method: DFT, ωB97M-V/def2-TZVPD

Geometry (Å):
C -1.587 1.215 0.037
C -0.685 -0.748 -1.280
C -0.394 -0.774 1.335
C -0.770 -0.056 0.100
N 3.293 -0.105 -0.200
N 2.131 0.048 0.312
N 1.176 0.736 -0.192
H -2.434 0.951 0.592
H -1.232 2.147 0.630
H -1.713 1.639 -0.938
H -0.723 -0.063 -2.021
H -1.633 -1.275 -1.362
H 0.294 -1.396 -1.252
H 0.414 -1.396 1.231
H -0.026 0.049 2.124
H -1.188 -1.305 1.642
H 3.820 -0.609 0.415
H 1.255 0.944 -1.174

As for the LUMO energy: 0.51 eV. As for the spin multiplicity: 1. The value obtained for the HOMO energy is -8.067 eV. The frontier orbital gap comes out at 0.3151 Eh.

Löwdin atomic charge list, values in e, 2 entries:
1 C -0.06
2 C -0.06



No. 4
Molecular formula: C4H11N3
Method: DFT, ωB97M-V/def2-TZVPD

Geometry (Å):
C -1.089 -0.006 -0.953
C -1.473 -1.485 -0.861
N -1.874 0.925 -0.160
H -1.882 0.638 0.813
H -2.835 0.949 -0.482
H -1.180 0.312 -1.997
H 0.052 0.212 -0.854
H -1.330 -1.858 0.151
H -2.520 -1.626 -1.143
H -0.860 -2.079 -1.534
C 1.830 1.380 1.227
N 1.491 0.148 0.532
C 2.391 -0.807 0.402
N 3.144 -1.657 0.218
H 0.390 -0.165 0.453
H 2.027 1.239 2.296
H 0.995 2.073 1.124
H 2.724 1.808 0.766

As for the LUMO energy: 0.68 eV. As for the spin multiplicity: 1. The value obtained for the HOMO energy is -9.373 eV. The frontier orbital gap comes out at 0.3693 Eh. The SMILES is CNC#N.CCN.

Löwdin atomic charge list, values in e, 2 entries:
1 C -0.39
2 C -0.10



No. 5
Molecular formula: C4H11N3
Method: DFT, ωB97M-V/def2-TZVPD

Geometry (Å):
C 0.124 -1.485 0.841
C 0.725 -0.566 -1.345
N 0.352 -0.287 0.041
C 0.955 0.822 0.706
N 1.490 1.736 -0.011
H 1.776 2.545 0.530
H 1.101 0.650 1.779
H -0.153 -0.970 -1.851
H 1.049 0.365 -1.800
H -0.029 -1.217 1.884
H -0.784 -1.983 0.498
H 0.967 -2.171 0.749
H 1.527 -1.303 -1.396
C -1.498 0.821 0.053
N -2.344 -0.056 -0.292
H -2.907 0.242 -1.087
H -1.301 1.762 -0.473
H -1.049 1.096 1.175

As for the LUMO energy: 0.90 eV. As for the spin multiplicity: 1. The value obtained for the HOMO energy is -8.331 eV. The frontier orbital gap comes out at 0.3391 Eh. The SMILES is [H]/N=C/N(C)C.C=N.

Löwdin atomic charge list, values in e, 2 entries:
1 C -0.08
2 C -0.06



No. 6
Molecular formula: C4H11N3
Method: DFT, ωB97M-V/def2-TZVPD

Geometry (Å):
C -2.010 0.642 0.589
C -1.454 -1.456 -0.434
C 2.772 -0.262 0.322
N -1.097 -0.066 -0.278
C 0.548 0.268 -0.130
N 0.720 1.556 -0.539
N 1.087 -0.671 0.446
H -0.069 1.876 -1.090
H 1.646 1.776 -0.875
H -2.995 0.719 0.109
H -0.702 -1.949 -1.048
H -1.649 1.652 0.775
H -2.151 0.127 1.550
H -1.500 -1.997 0.521
H -2.440 -1.525 -0.908
H 3.195 -1.173 0.734
H 2.996 0.590 0.963
H 3.101 -0.106 -0.707

As for the LUMO energy: 0.91 eV. As for the spin multiplicity: 1. The value obtained for the HOMO energy is -7.951 eV. The frontier orbital gap comes out at 0.3257 Eh. The SMILES is C/N=C(\N)N(C)C.

Löwdin atomic charge list, values in e, 2 entries:
1 C -0.14
2 C -0.15



No. 7
Molecular formula: C4H11N3
Method: DFT, ωB97M-V/def2-TZVPD

Geometry (Å):
C 2.104 -2.180 -1.740
N 1.335 0.485 -1.563
C 0.469 -0.535 -1.886
N 0.713 -1.783 -1.944
H 2.736 -1.827 -2.560
H 2.109 -3.269 -1.842
H 2.568 -1.882 -0.791
H 0.892 1.280 -1.133
H 2.196 0.214 -1.116
H -0.540 -0.212 -2.130
C -2.235 1.347 1.173
C -1.228 1.122 3.250
N -1.240 1.759 2.159
H -3.013 2.093 1.045
H -2.691 0.369 1.389
H -1.719 1.255 0.217
H -0.713 1.600 4.081
H -1.744 0.164 3.391

As for the LUMO energy: 0.91 eV. As for the spin multiplicity: 1. The value obtained for the HOMO energy is -9.158 eV. The frontier orbital gap comes out at 0.3701 Eh. The SMILES is C/N=C\N.C=NC.

Löwdin atomic charge list, values in e, 2 entries:
1 C -0.17
2 N 0.09



No. 8
Molecular formula: C4H11N3
Method: DFT, ωB97M-V/def2-TZVPD

Geometry (Å):
C -1.175 1.685 1.124
C -1.623 0.352 0.666
C -0.777 -0.252 -0.592
N 0.223 -1.183 -0.043
C 1.526 -1.074 -0.462
N 1.833 -0.583 -1.753
N 2.477 -1.187 0.467
H -1.757 2.477 0.574
H -1.428 1.927 2.253
H -0.143 1.806 1.267
H -1.663 -0.356 1.515
H -2.812 0.472 0.420
H -0.398 0.597 -1.150
H -1.539 -0.851 -1.026
H 0.148 -1.248 1.045
H 1.055 -0.283 -2.394
H 2.764 -0.559 -2.156
H 3.288 -1.741 0.246

As for the LUMO energy: 0.93 eV. As for the spin multiplicity: 1. The value obtained for the HOMO energy is -8.080 eV. The frontier orbital gap comes out at 0.3309 Eh. The SMILES is [H]/N=C(\N)NCCC.

Löwdin atomic charge list, values in e, 2 entries:
1 C -0.17
2 C -0.26